No. 1
Molecular formula: C50H27Cl4F12N5O5S2Y
Method: DFT, ωB97M-V with the def2-TZVPD basis set

Structure (XYZ):
```
106
Properties=species:S:1:pos:R:3:forces:R:3
Y 0.185 0.042 -0.022 -0.9486 0.4624 0.2820
Cl 4.660 -8.521 -0.742 0.2110 -0.5035 -0.0558
Cl -9.173 2.183 1.658 -0.5230 0.1618 0.1307
Cl -1.060 0.123 -9.141 -0.0762 0.0866 -0.7715
Cl 3.483 2.633 7.640 0.2081 0.3394 0.4667
S 2.685 2.155 0.458 0.2957 -0.3509 0.0810
S 2.424 1.428 -2.285 -0.6078 1.1379 1.2871
F 4.839 0.275 -1.975 -0.8097 -0.4943 -0.2949
F 0.080 2.474 2.311 -0.8146 1.9751 -0.4878
F -1.633 3.898 2.180 1.5252 -0.1692 0.0239
F 4.590 1.929 2.242 0.5011 -0.1324 -0.9838
F 4.665 0.432 0.639 0.6176 0.8639 0.3761
F 5.295 2.513 0.203 -0.1155 -0.7856 1.0048
F 0.036 4.833 -1.893 0.6094 0.5658 1.3199
F 0.459 4.657 2.230 -0.9730 -0.7086 0.1346
F 3.144 -0.854 -1.091 0.7994 0.8243 -1.1887
F 3.395 -0.799 -3.271 0.5224 0.4069 0.7728
F 1.701 4.990 -0.452 -1.5311 0.1655 -0.3788
F -0.222 5.983 0.039 0.7230 -0.8545 -1.2566
O 1.121 0.813 -2.030 1.0197 -0.1600 -0.6307
O 2.450 3.287 1.330 0.3998 -1.2279 -1.3587
O 0.351 2.443 -0.231 -0.2434 -0.4549 0.2676
O 2.583 2.038 -3.576 0.3936 -0.6852 0.6229
O 2.134 0.803 0.823 0.5490 1.6440 -0.2871
N 0.302 -1.857 -1.390 -0.2740 -0.3700 -0.2734
N -1.893 -0.063 -1.103 -0.5636 -0.3461 -0.1518
N 2.868 2.445 -1.145 0.2116 -0.9380 0.8035
N 0.871 -1.672 1.454 -0.2453 -0.1739 0.1612
N -1.360 0.079 1.783 -0.0240 -0.6531 0.4511
C -3.124 0.537 3.152 -0.1913 0.0136 0.5226
C -0.018 0.478 -6.700 0.1390 0.1782 -0.7927
C -0.331 3.675 1.743 -0.0202 -0.2683 -0.3914
C 0.784 -2.612 -3.494 -0.0090 -0.4273 -0.4597
C -4.932 1.062 0.864 0.2497 -0.2322 0.2360
C -1.898 -0.081 -2.486 0.8055 0.1358 0.7657
C -6.515 2.481 1.984 -0.6599 0.1141 0.2097
C 0.545 0.655 5.819 0.4823 -0.0985 -0.6515
C 1.696 -2.721 1.149 -0.1371 -0.3044 -0.2001
C -3.774 0.978 -1.864 -0.6071 0.0108 0.0610
C -5.199 2.126 1.746 0.0105 -0.5413 -0.5123
C -1.961 -1.132 -5.478 -0.1450 0.0991 -0.3003
C -7.267 0.703 0.474 -0.9494 0.5101 0.2892
C 4.449 1.733 0.911 -0.6402 0.3166 -0.4306
C -0.013 -1.700 -2.728 0.0481 0.5485 0.2315
C 3.931 -4.632 -0.506 -1.1650 -0.0002 0.3232
C 1.168 -2.914 -1.285 -0.2293 0.1081 -0.0395
C -7.534 1.759 1.360 0.8357 -0.2805 -0.3767
C 2.196 -2.104 3.261 0.8995 -0.4678 -0.0395
C -3.071 0.500 -0.693 -0.1170 -0.1520 -0.0442
C 3.556 -0.076 -2.139 -0.6236 -0.2568 -0.2072
C 4.563 -5.843 -0.659 0.2701 -0.8001 -0.0990
C 1.139 0.400 4.569 0.0559 -0.8903 0.2633
C -3.016 0.669 -2.951 -0.5654 -0.1478 -0.5884
C -2.697 0.387 1.788 -0.4927 0.0431 -0.3986
C -0.942 0.018 3.098 0.4691 0.8177 -0.8147
C 2.501 0.730 4.320 -1.2919 -0.0671 0.0133
C -1.031 -0.133 -7.448 -0.1738 -0.3237 1.1584
C 1.466 -3.394 -2.617 0.2213 -0.4849 0.0017
C 0.407 -0.284 3.485 0.0635 -1.5148 -1.3489
C 0.056 0.270 -5.344 -0.6500 -0.8038 0.8032
C 2.554 -4.656 -0.205 -0.1799 0.5219 -0.1525
C -0.301 3.563 0.131 -0.2714 -0.0501 -0.2317
C -2.009 -0.948 -6.855 0.3246 0.3610 -0.6574
C -3.541 0.608 0.656 1.7851 -0.0515 -0.2689
C -1.762 3.529 -0.433 0.5407 0.2083 0.2236
C 3.212 1.444 5.257 0.0628 0.2474 0.5562
C 1.266 1.372 6.747 0.6805 0.4714 0.7607
C 1.811 -5.840 -0.110 0.5179 0.5352 -0.0531
C 2.537 -3.010 2.284 -0.3066 0.1747 0.7963
C 3.823 -7.028 -0.533 -0.1280 0.6057 0.0131
C 0.359 4.860 -0.559 -0.5453 -0.3107 1.0093
C -0.943 -0.534 -4.747 0.0745 -0.2260 0.6189
C 2.586 1.755 6.467 -0.5145 -0.2878 -0.7136
C 1.762 -3.402 -0.088 -0.2864 1.4608 -0.2153
C -5.966 0.350 0.223 0.7616 0.4247 0.3235
C -0.959 -0.789 -3.275 0.7312 0.0971 1.0935
C 1.114 -1.307 2.754 -0.0602 1.0756 -0.5230
C -2.030 0.375 3.950 -0.4064 0.5400 0.4605
C 2.451 -7.050 -0.273 0.6044 -0.3950 -0.1649
H -2.769 -1.410 -7.498 0.3009 0.2033 0.3928
H 0.850 1.663 7.719 0.1204 -0.2937 -0.3855
H -0.426 0.217 6.060 0.4022 0.4415 -0.0752
H 2.135 -4.225 -2.852 -0.2849 0.3608 0.0812
H 4.445 -3.675 -0.631 -0.1675 -0.3667 0.1048
H -5.701 -0.468 -0.450 -0.1736 0.2276 0.2474
H -1.675 3.300 -1.503 -0.0825 0.0863 0.3545
H 0.797 -2.687 -4.581 -0.0613 0.0281 0.3380
H -8.117 0.202 0.007 0.3396 0.0571 0.1318
H -2.276 4.486 -0.285 -0.0168 -0.2415 -0.0599
H -1.991 0.554 5.027 -0.1290 -0.3223 -0.6118
H -4.765 1.439 -1.866 0.5465 -0.0274 -0.0064
H 2.952 0.428 3.379 -0.1802 0.2933 0.1326
H -3.243 0.839 -4.002 -0.0110 0.0548 0.3643
H -2.319 2.722 0.048 0.1483 0.2633 0.0354
H -4.359 2.617 2.244 -0.3888 0.0249 -0.2989
H 4.227 1.799 5.056 -0.3604 -0.2698 0.1419
H 0.720 1.113 -7.206 -0.3473 -0.3237 0.1867
H -4.134 0.759 3.481 0.3286 -0.1523 -0.0477
H 3.259 -3.822 2.338 -0.1595 0.3157 0.0246
H 5.628 -5.901 -0.898 -0.3684 -0.0333 0.1005
H 2.681 -1.956 4.227 -0.3335 -0.2649 -0.2938
H 0.864 0.682 -4.730 -0.4111 -0.0337 -0.2924
H 1.918 -8.001 -0.229 0.1954 0.2804 0.0249
H -6.795 3.296 2.663 0.2491 -0.3617 -0.3286
H 0.738 -5.770 0.064 0.2715 -0.0702 0.0139
H -2.722 -1.723 -4.945 0.4698 0.2619 -0.3998
```
Positions in Å, forces in eV/Å.

Computed properties:
Charge   -1
LUMO energy (alpha / beta)   0.605 / 0.613 eV
2S+1   1
E_HOMO (alpha / beta)   -4.8 / -4.7 eV

***

No. 2
Molecular formula: C5H6O2
Method: DFT, ωB97M-V with the def2-TZVPD basis set

Structure (XYZ):
```
13
Properties=species:S:1:pos:R:3:forces:R:3
O 1.870 -1.440 -0.725 -0.7170 0.3571 -0.4870
O -1.061 1.195 0.630 0.1777 -0.3921 0.2961
C -0.028 -0.519 -1.999 -0.0007 0.0380 0.0609
C 0.940 -0.949 -1.254 0.4953 -0.3024 0.1529
C 0.776 0.258 1.844 0.0458 0.0809 -0.0191
C -0.489 0.209 1.040 -0.1342 0.3074 0.0675
C -1.123 0.206 -2.157 0.1049 -0.0612 0.0283
H 1.468 -0.539 1.554 -0.1416 0.1078 0.0428
H -1.651 0.257 -3.108 0.1325 -0.0665 0.0688
H 1.244 1.238 1.733 -0.0439 -0.1217 0.0648
H -1.532 0.781 -1.322 0.0377 -0.0787 -0.2198
H 0.504 0.105 2.896 0.0588 -0.0088 -0.0882
H -0.917 -0.802 0.867 -0.0154 0.1403 0.0321
```
Positions in Å, forces in eV/Å.

Computed properties:
LUMO energy   -0.650 eV
2S+1   1
E_HOMO   -9.0 eV

***

No. 3
Molecular formula: C7H13O
Method: DFT, ωB97M-V with the def2-TZVPD basis set

Structure (XYZ):
```
21
Properties=species:S:1:pos:R:3:forces:R:3
O 3.040 2.367 -0.752 1.3768 3.5106 -0.5679
C -0.484 -0.496 -0.365 2.1889 -0.7386 -2.5695
C 2.499 1.212 -0.695 -1.3840 0.5188 0.6688
C 0.467 -1.502 -0.586 0.0789 4.1504 0.9740
C 1.276 1.169 0.347 -0.8157 -0.2596 -0.4826
C -0.109 0.981 -0.384 0.5982 0.4770 1.2421
C -2.200 -1.029 1.298 -0.5501 1.8913 -0.3275
C -1.945 -0.756 -0.222 0.6535 -4.0448 1.2729
H -0.009 1.435 -1.425 -0.4016 -0.6017 1.1956
H -0.901 1.531 0.237 0.7454 -0.5565 -1.1496
H -2.610 -0.053 -0.608 -0.7493 1.3572 -0.8118
H 2.111 0.877 -1.699 -0.4760 -0.5842 0.0435
H -2.133 -1.749 -0.687 -0.1321 0.6963 -0.2154
H 3.264 0.522 -0.385 0.4627 -1.9409 0.5348
H -2.742 -0.119 1.682 0.9200 -0.7478 0.2344
H 1.479 0.297 0.934 -0.2703 -0.8768 0.5344
H -1.148 -1.100 1.629 -1.0341 -0.3411 1.0542
H 0.281 -2.498 -0.295 -0.4530 -1.2482 -0.3412
H 1.172 1.949 1.148 0.7181 0.0809 -1.3389
H -2.884 -1.860 1.526 0.6448 -0.0689 -0.1653
H 1.576 -1.180 -0.697 -2.1211 -0.6733 0.2149
```
Positions in Å, forces in eV/Å.

Computed properties:
Charge   -1
LUMO energy   3.435 eV
2S+1   1
E_HOMO   -2.0 eV

***

Per-record relative energy (zero: lowest compared OMol25 entry of this formula, charge and spin), kJ/mol: 0.0, 277.0, 189.6